Formula: C38H50BN10O2P2
Source: OMol25
Level of theory: wB97M-V/def2-TZVPD

Energy (eV): -78468.35444
Charge: -1
Max |F| (eV Å⁻¹): 1.209
Frontier orbital gap (eV): 6.275
Spin multiplicity: 1

Last column: Mulliken charge in e.
Cartesian coordinates (Å):
N (2.02296, -5.31949, 1.16854)  -0.96
P (2.18237, -5.28214, 2.77902)  0.55
B (1.89382, -3.52099, 3.60861)  0.37
N (2.18276, -2.36317, 2.60711)  -0.72
C (2.84336, -3.28742, 4.92396)  -1.04
C (2.87974, -4.43038, 5.97508)  0.07
C (3.18518, -3.89110, 7.39567)  -0.74
O (2.01865, -3.92700, 8.22578)  -0.54
P (0.00629, -3.29456, 4.05874)  -0.17
N (-0.42899, -4.52119, 5.20372)  -0.31
O (-0.84152, -3.72367, 2.62789)  -0.56
H (1.78528, -4.38580, 0.85048)  0.29
H (1.31747, -6.25512, 3.37125)  -0.05
H (3.46493, -5.82960, 3.09661)  0.00
H (3.00426, -2.62423, 2.07329)  0.25
H (1.40543, -2.30598, 1.95684)  -0.02
H (2.55209, -2.33755, 5.37896)  0.33
H (3.86348, -3.18272, 4.53701)  0.26
H (1.96770, -5.02011, 5.99615)  0.23
H (3.71675, -5.08921, 5.72391)  0.26
H (4.01668, -4.42197, 7.86650)  0.26
H (3.50157, -2.85087, 7.29276)  0.36
H (1.79910, -3.02210, 8.43135)  0.30
H (-1.32923, -4.29679, 5.59668)  0.30
H (-0.47894, -5.45422, 4.79752)  0.17
H (-0.32294, -4.35442, 2.11079)  0.23
N (-0.04495, 1.72536, 1.75124)  -0.18
C (-0.18467, 0.56956, 2.40562)  -0.80
C (-1.12527, 0.35710, 3.40074)  0.03
C (-1.95891, 1.40840, 3.74846)  -0.60
C (-1.83024, 2.62013, 3.08374)  -0.54
C (-0.86557, 2.72091, 2.09615)  -0.39
H (0.49961, -0.21815, 2.11709)  0.86
H (-1.19220, -0.60756, 3.88944)  0.30
H (-2.70361, 1.28454, 4.52511)  0.39
H (-2.46205, 3.46494, 3.32467)  0.52
H (-0.73183, 3.64728, 1.54516)  0.44
N (-2.01830, 0.33656, -3.58516)  -0.43
C (-1.67396, -0.94847, -3.47675)  -0.41
C (-1.19141, -1.52127, -2.31016)  -0.53
C (-1.04304, -0.71432, -1.19224)  -0.29
C (-1.39272, 0.62238, -1.28814)  -0.26
C (-1.87854, 1.09363, -2.49618)  -0.15
H (-1.79111, -1.53982, -4.37872)  0.35
H (-0.92867, -2.56989, -2.28008)  0.40
H (-0.65951, -1.11964, -0.26400)  0.65
H (-1.28761, 1.28478, -0.44238)  0.24
H (-2.15929, 2.13596, -2.61135)  0.42
N (-1.92284, 3.58779, -6.74724)  -0.62
C (-1.15267, 4.26441, -7.60113)  -0.43
C (0.22990, 4.17496, -7.63196)  -0.42
C (0.85382, 3.33502, -6.72226)  -0.60
C (0.07292, 2.62342, -5.82668)  -0.16
C (-1.30381, 2.78121, -5.88042)  -0.30
H (-1.68083, 4.90966, -8.29543)  0.44
H (0.80046, 4.74622, -8.35271)  0.56
H (1.93265, 3.23664, -6.71231)  0.46
H (0.51727, 1.95928, -5.09741)  0.45
H (-1.94546, 2.24037, -5.19508)  0.60
N (-2.07832, 5.59901, 4.99830)  -0.44
C (-0.79956, 5.88335, 4.75222)  -0.07
C (0.10601, 6.26543, 5.72921)  -0.49
C (-0.33964, 6.36135, 7.03708)  -0.15
C (-1.66580, 6.07044, 7.31302)  -0.39
C (-2.48806, 5.69415, 6.26296)  -0.21
H (-0.49332, 5.79284, 3.71604)  0.34
H (1.13395, 6.47850, 5.47075)  0.35
H (0.33673, 6.65503, 7.82974)  0.36
H (-2.05419, 6.13013, 8.32047)  0.35
H (-3.53099, 5.45117, 6.43410)  0.35
N (-1.01942, -7.51828, 4.17930)  -0.31
C (-1.07202, -8.69944, 4.79397)  -0.32
C (-1.07636, -9.91320, 4.12607)  -0.50
C (-1.02399, -9.90144, 2.74082)  -0.15
C (-0.96976, -8.68306, 2.08466)  -0.67
C (-0.96956, -7.52570, 2.84708)  0.14
H (-1.10961, -8.65939, 5.87714)  0.39
H (-1.11654, -10.84282, 4.67747)  0.35
H (-1.02300, -10.82875, 2.18154)  0.36
H (-0.92438, -8.62768, 1.00610)  0.39
H (-0.92516, -6.54956, 2.37717)  0.23
N (0.39826, 4.47193, -11.34870)  -0.53
C (-0.59684, 4.83900, -12.15637)  -0.20
C (-1.52180, 3.95584, -12.69001)  -0.35
C (-1.40833, 2.61237, -12.37071)  -0.19
C (-0.38026, 2.21030, -11.53446)  -0.41
C (0.49024, 3.17507, -11.05333)  -0.17
H (-0.64794, 5.89882, -12.38025)  0.37
H (-2.31134, 4.31261, -13.33704)  0.35
H (-2.11205, 1.89053, -12.76506)  0.37
H (-0.25748, 1.17278, -11.25662)  0.36
H (1.30387, 2.90623, -10.38932)  0.42
N (-0.30398, 4.42556, -2.17061)  -0.52
C (0.41717, 5.06110, -3.09479)  -0.35
C (1.79564, 4.96132, -3.19722)  -0.38
C (2.46721, 4.15811, -2.28787)  -0.33
C (1.73624, 3.48815, -1.32041)  -0.66
C (0.36097, 3.65520, -1.30647)  -0.55
H (-0.14859, 5.67561, -3.78693)  0.41
H (2.32798, 5.49752, -3.97148)  0.44
H (3.54394, 4.05276, -2.33522)  0.40
H (2.21486, 2.84659, -0.59318)  0.47
H (-0.24682, 3.14540, -0.57267)  0.98